91
Properties=species:S:1:pos:R:3 method="wB97M-V/def2-TZVPD" spin_multiplicity=8 e_homo_ha="-0.163 / -0.293" e_lumo_ev="0.36 / -1.99" s_squared=15.830
Gd -0.422 0.012 0.327
C -2.908 1.674 -1.361
C -3.910 0.925 -0.486
C -4.299 -0.378 -1.129
C -5.411 -0.419 -1.956
C -5.754 -1.565 -2.658
C -4.953 -2.684 -2.556
C -3.831 -2.702 -1.730
C -2.963 -3.940 -1.765
C -3.555 -5.156 -1.058
C -3.537 -1.549 -0.975
N -2.408 -1.545 -0.122
C -2.298 -2.474 0.773
C -1.097 -2.763 1.497
C -0.880 -3.838 2.383
C 0.457 -3.758 2.765
C 0.997 -2.652 2.087
N 0.069 -2.068 1.313
H -2.592 2.609 -0.901
H -3.323 1.868 -2.355
H -2.015 1.066 -1.541
H -4.803 1.541 -0.349
H -3.492 0.761 0.515
H -6.014 0.474 -2.051
H -6.625 -1.572 -3.298
H -5.181 -3.570 -3.136
H -1.965 -3.718 -1.384
H -2.829 -4.201 -2.822
H -3.721 -4.967 0.000
H -2.893 -6.016 -1.142
H -4.518 -5.429 -1.490
H -3.141 -3.119 1.025
H -1.615 -4.562 2.689
H 0.989 -4.417 3.430
H 1.998 -2.253 2.139
C -3.026 3.048 8.113
C -2.595 2.535 6.769
C -3.529 2.094 5.838
C -3.138 1.651 4.586
C -1.790 1.637 4.267
C -0.835 2.057 5.180
C -1.248 2.506 6.425
S -1.262 1.166 2.663
O 0.143 0.758 2.818
O -2.078 0.034 2.189
N -1.437 2.235 1.576
C -0.501 3.341 1.581
C 0.322 3.344 0.286
O 0.724 4.405 -0.187
O 0.539 2.191 -0.228
H -4.047 2.748 8.344
H -2.990 4.138 8.142
H -2.375 2.678 8.903
H -4.579 2.097 6.096
H -3.867 1.308 3.868
H 0.209 2.012 4.926
H -0.508 2.832 7.144
H 0.238 3.287 2.395
H -1.031 4.293 1.666
C -0.335 -2.767 -4.232
N -0.062 -1.369 -3.956
C 0.127 -0.459 -4.949
C 0.376 0.838 -4.686
C 0.405 1.228 -3.302
N 0.173 0.347 -2.342
C -0.010 -0.961 -2.632
O -0.150 -1.779 -1.724
N 0.679 2.476 -2.946
H -0.539 -2.867 -5.295
H -1.201 -3.087 -3.656
H 0.519 -3.385 -3.956
H 0.071 -0.845 -5.958
H 0.536 1.544 -5.483
H 0.820 3.188 -3.640
H 0.771 2.684 -1.932
N 2.081 -0.224 0.045
C 3.189 -0.351 -0.245
N 4.449 -0.516 -0.602
C 5.293 -1.378 0.233
C 6.030 -0.532 1.256
O 6.757 0.499 0.618
C 5.884 1.383 -0.062
C 5.140 0.653 -1.166
H 6.000 -1.883 -0.430
H 4.661 -2.130 0.704
H 6.751 -1.136 1.809
H 5.317 -0.096 1.970
H 6.498 2.184 -0.475
H 5.170 1.823 0.648
H 5.836 0.286 -1.925
H 4.399 1.294 -1.643

=====

17
Properties=species:S:1:pos:R:3 method="wB97M-V/def2-TZVPD" smiles="[H]/N=C(/OC)N(N)C(N)=O" e_homo_ha=-0.349 e_lumo_ev=0.75
H -2.143 -1.335 0.320
N -2.069 -0.326 0.118
C -0.817 -0.064 0.171
O -0.265 1.207 -0.089
C -1.192 2.283 -0.266
N 0.173 -1.034 0.188
N -0.281 -2.408 0.082
C 1.563 -0.794 -0.030
N 2.105 0.345 0.484
O 2.312 -1.687 -0.427
H -0.690 3.060 -0.850
H -1.452 2.698 0.712
H -2.106 1.976 -0.782
H 0.513 -2.961 0.429
H -0.285 -2.624 -0.918
H 1.538 1.184 0.511
H 3.097 0.477 0.347

=====

47
Properties=species:S:1:pos:R:3 method="wB97M-V/def2-TZVPD" smiles="CCCCCCCC(=O)O[C@H](C)CCOC(=O)CC" e_homo_ha=-0.372 e_lumo_ev=0.87
C 2.339 2.316 1.729
C 1.844 0.880 1.844
C 2.944 -0.193 1.609
C 2.615 -1.200 0.497
C 3.134 -0.809 -0.887
C 2.424 0.415 -1.479
C 1.008 0.079 -1.954
C 0.064 1.219 -1.659
O 0.358 2.333 -1.917
O -1.069 0.840 -1.063
C -2.140 1.789 -1.115
C -2.001 2.913 -0.102
C -3.409 0.988 -0.836
C -3.244 0.079 0.376
O -2.803 -1.223 -0.061
C -2.531 -2.056 0.947
O -3.153 -2.124 1.945
C -1.346 -2.947 0.688
C -1.549 -3.853 -0.542
H 1.584 2.990 2.124
H 3.258 2.463 2.291
H 2.542 2.627 0.707
H 1.499 0.757 2.868
H 0.978 0.684 1.212
H 3.903 0.301 1.460
H 3.033 -0.767 2.529
H 1.544 -1.370 0.446
H 3.104 -2.135 0.763
H 4.199 -0.594 -0.872
H 2.946 -1.656 -1.548
H 2.392 1.172 -0.703
H 2.999 0.810 -2.309
H 0.973 -0.151 -3.014
H 0.667 -0.782 -1.377
H -2.255 2.248 -2.094
H -1.785 2.554 0.900
H -1.195 3.580 -0.381
H -2.906 3.513 -0.120
H -3.645 0.343 -1.680
H -4.264 1.636 -0.670
H -4.192 -0.046 0.884
H -2.487 0.486 1.040
H -1.149 -3.566 1.550
H -0.509 -2.280 0.491
H -2.561 -4.235 -0.618
H -1.282 -3.328 -1.450
H -0.877 -4.700 -0.448

=====

149
Properties=species:S:1:pos:R:3 method="wB97M-V/def2-TZVPD" smiles="O=S1(=O)CCCC1.O=S1(=O)CCCC1.O=S1(=O)CCCC1.O=S1(=O)CCCC1.O=S1(=O)CCCC1.O=S1(=O)CCCC1.O=S1(=O)CCCC1.O=C1CCCO1.ClCCCl.ClCCCl.ClCCCl.ClCCCl" e_homo_ha=-0.374 e_lumo_ev=-0.17
O 7.411 3.926 1.043
S 6.303 4.748 1.575
O 4.891 4.331 1.406
C 6.609 5.064 3.365
C 6.663 6.581 3.617
C 7.169 7.196 2.350
C 6.532 6.530 1.157
H 7.461 4.522 3.775
H 5.683 4.692 3.803
H 5.640 6.873 3.856
H 7.198 6.873 4.521
H 8.247 7.138 2.192
H 7.055 8.280 2.329
H 6.895 6.667 0.138
H 5.525 6.937 1.071
O -7.007 2.166 -4.148
S -6.836 0.949 -4.892
O -5.788 0.731 -5.876
C -7.038 -0.537 -3.745
C -8.078 -1.556 -4.471
C -9.187 -0.640 -4.930
C -8.423 0.493 -5.711
H -7.486 -0.114 -2.845
H -6.061 -0.914 -3.444
H -7.529 -1.972 -5.316
H -8.412 -2.367 -3.824
H -9.778 -0.363 -4.057
H -9.889 -1.032 -5.666
H -8.974 1.434 -5.719
H -8.341 0.219 -6.762
O 0.181 -6.289 -8.219
S -0.626 -5.359 -7.429
O -1.753 -5.855 -6.603
C 0.506 -4.269 -6.375
C 0.562 -2.906 -7.122
C -0.911 -2.710 -7.631
C -1.129 -3.905 -8.512
H 1.500 -4.695 -6.246
H 0.017 -4.260 -5.401
H 0.702 -2.040 -6.475
H 1.289 -2.875 -7.934
H -1.111 -1.859 -8.283
H -1.647 -2.822 -6.836
H -0.404 -3.925 -9.326
H -2.128 -4.128 -8.887
O 3.429 6.105 -4.022
S 2.745 5.994 -5.311
O 2.604 7.138 -6.184
C 3.581 4.628 -6.151
C 2.414 3.702 -6.577
C 1.514 3.626 -5.371
C 1.163 5.072 -5.020
H 4.139 4.103 -5.376
H 4.252 4.925 -6.957
H 1.901 4.171 -7.417
H 2.756 2.686 -6.770
H 2.011 3.067 -4.578
H 0.564 3.135 -5.583
H 0.928 5.408 -4.010
H 0.399 5.353 -5.745
O -5.339 -6.062 2.164
S -4.593 -5.640 0.984
O -4.280 -4.239 0.644
C -2.993 -6.666 0.776
C -3.297 -7.701 -0.371
C -4.221 -7.072 -1.403
C -5.339 -6.406 -0.528
H -2.623 -6.977 1.754
H -2.296 -5.891 0.457
H -2.351 -8.062 -0.773
H -3.844 -8.579 -0.028
H -4.618 -7.731 -2.176
H -3.742 -6.258 -1.948
H -5.839 -7.279 -0.107
H -6.135 -5.755 -0.888
O 0.437 -8.730 6.054
S 1.455 -8.665 7.091
O 2.643 -9.485 7.065
C 1.798 -6.867 7.492
C 1.129 -6.658 8.897
C -0.111 -7.650 9.094
C 0.499 -8.989 8.654
H 1.441 -6.160 6.744
H 2.885 -6.891 7.421
H 1.865 -6.840 9.680
H 0.869 -5.616 9.081
H -0.905 -7.242 8.469
H -0.563 -7.585 10.083
H -0.174 -9.824 8.462
H 1.242 -9.261 9.405
O 10.461 -1.173 -2.709
S 9.396 -1.752 -3.532
O 9.615 -2.253 -4.901
C 8.617 -3.051 -2.588
C 7.091 -2.875 -2.898
C 6.776 -1.307 -2.864
C 7.944 -0.570 -3.566
H 8.754 -2.886 -1.519
H 9.106 -4.018 -2.709
H 6.751 -3.314 -3.835
H 6.552 -3.337 -2.071
H 6.516 -0.850 -1.909
H 5.939 -1.205 -3.555
H 8.238 0.269 -2.936
H 7.847 -0.301 -4.618
O -4.235 0.592 8.731
C -3.802 -0.236 7.937
C -2.696 -1.252 8.090
C -3.082 -2.281 7.129
C -3.749 -1.447 6.021
O -4.307 -0.339 6.696
H -1.780 -0.692 7.904
H -2.701 -1.606 9.121
H -2.238 -2.857 6.749
H -3.759 -2.989 7.606
H -3.043 -1.102 5.265
H -4.521 -2.122 5.651
Cl 1.925 5.349 7.499
C 0.205 5.388 8.026
C -0.649 5.074 6.792
Cl -0.565 3.487 5.995
H 0.062 6.389 8.434
H 0.119 4.675 8.846
H -0.436 5.836 6.042
H -1.665 5.297 7.116
Cl 0.124 7.116 0.468
C 0.609 8.751 1.083
C 1.051 9.776 -0.092
Cl -0.463 10.152 -0.979
H 1.482 8.630 1.725
H -0.241 9.217 1.582
H 1.796 9.331 -0.752
H 1.442 10.734 0.250
Cl 0.433 -1.807 1.997
C 0.735 -0.284 1.239
C -0.498 0.243 0.421
Cl -0.537 -0.725 -1.010
H 1.614 -0.409 0.607
H 0.896 0.466 2.013
H -0.303 1.278 0.141
H -1.482 0.204 0.889
Cl -5.802 4.133 0.890
C -5.338 5.794 0.317
C -6.622 6.514 -0.193
Cl -6.290 8.177 -0.868
H -4.659 5.870 -0.532
H -4.926 6.372 1.144
H -7.446 6.653 0.507
H -7.165 5.978 -0.972